Record 1
The following is a DFT calculation (the ωB97M-V functional and the def2-TZVPD basis) of a molecular structure, C36H39LaN3O3PSi in a non-equilibrium geometry.

Computed properties:
largest force on an atom = 6.38 eV/A
HOMO level (spin up / spin down) = -0.201 / -0.201 hartree
M = 759.7 g mol⁻¹

```
! RIJCOSX wB97M-V def2-TZVPD def2/J DEFGRID3
* xyz 0 1
La 0.0384 -0.0253 0.0005
O 0.8263 1.3426 -2.8655
N 1.4345 1.3147 -1.5949
C 2.5815 0.7560 -1.7064
C 3.4778 0.5918 -0.5461
C 4.4331 1.5886 -0.3604
C 5.3631 1.4699 0.6606
C 5.3429 0.3513 1.4806
C 4.3901 -0.6409 1.2870
C 3.4260 -0.5403 0.2781
P 2.1870 -1.8485 0.0020
C 3.2870 -3.2703 -0.3121
C 3.7168 -4.1616 0.6717
C 4.5590 -5.2231 0.3540
C 4.9934 -5.4041 -0.9524
C 4.5828 -4.5208 -1.9424
C 3.7358 -3.4658 -1.6227
C 1.4116 -2.1905 1.6048
C 0.6710 -3.3741 1.7597
C 0.0434 -3.6782 2.9545
C 0.1254 -2.7956 4.0228
C 0.8140 -1.5980 3.8831
C 1.4356 -1.2930 2.6832
H -0.0091 1.7347 -2.6854
H 2.9565 0.3874 -2.6673
H 4.4519 2.4555 -1.0110
H 6.1075 2.2428 0.8116
H 6.0745 0.2464 2.2734
H 4.4091 -1.5056 1.9422
H 3.4088 -4.0431 1.7050
H 4.8775 -5.9085 1.1311
H 5.6511 -6.2297 -1.1986
H 4.9204 -4.6530 -2.9638
H 3.4269 -2.7903 -2.4156
H 0.5831 -4.0791 0.9362
H -0.5142 -4.6026 3.0516
H -0.3621 -3.0336 4.9538
H 0.8605 -0.8955 4.7045
H 1.9403 -0.3291 2.5992
O 1.0875 1.2085 1.9458
C -1.2549 -3.2620 -3.5825
N -1.9605 -2.0029 -3.7512
C -3.2925 -2.1099 -4.3299
C -1.6443 -0.9948 -2.8783
O -0.9723 -1.2042 -1.8641
N -2.1195 0.2672 -3.1930
C -2.1042 0.7628 -4.5635
C -2.0200 1.2906 -2.1616
H -1.2794 -3.8152 -4.5224
H -1.7347 -3.8491 -2.7935
H -0.2166 -3.0811 -3.3061
H -3.8600 -2.8629 -3.7742
H -3.2026 -2.4230 -5.3720
H -3.8468 -1.1758 -4.2750
H -1.9991 -0.0354 -5.2942
H -1.2509 1.4374 -4.6884
H -3.0278 1.3139 -4.7514
H -2.2083 0.8599 -1.1770
H -2.7566 2.0709 -2.3514
H -1.0223 1.7156 -2.1755
C -3.6115 4.6866 2.1449
C -2.3946 4.3119 1.5846
C -2.1229 2.9670 1.3399
C -3.0700 1.9882 1.6554
C -4.2915 2.3733 2.2197
C -4.5597 3.7180 2.4627
Si -2.7064 0.1883 1.3309
C -2.8623 -0.6847 2.9649
C -2.0613 -0.3120 4.0441
C -2.2126 -0.9448 5.2761
C -3.1547 -1.9563 5.4352
C -3.9510 -2.3378 4.3624
C -3.8094 -1.7037 3.1312
H -3.8208 5.7317 2.3347
H -1.6573 5.0660 1.3392
H -1.1690 2.6884 0.9055
H -5.0366 1.6282 2.4720
H -5.5064 4.0111 2.8997
H -3.7145 -0.3792 0.4002
H -1.3262 0.4791 3.9342
H -1.5934 -0.6492 6.1139
H -3.2673 -2.4463 6.3948
H -4.6858 -3.1241 4.4863
H -4.4433 -2.0020 2.3050
*
```

---

Record 2
The following is a DFT calculation (the ωB97M-V functional and the def2-TZVPD basis) of a molecular structure, C36H39MgN5P2S in a non-equilibrium geometry.

Computed properties:
largest force on an atom = 7.16 eV/A
HOMO level = -0.209 hartree
M = 660.1 g mol⁻¹

```
! RIJCOSX wB97M-V def2-TZVPD def2/J DEFGRID3
* xyz 0 1
Mg -1.2404 -0.9943 -0.2768
C -5.4440 -3.9801 -0.2787
C -5.3089 -2.4978 -0.2784
N -6.3136 -1.6578 -0.2791
N -5.7110 -0.4078 -0.2786
C -4.3380 -0.5625 -0.2776
S -3.1068 0.5269 -0.2768
N -4.1074 -1.8954 -0.2774
N -2.8296 -2.3140 -0.2768
H -6.4992 -4.2651 -0.2794
H -4.9605 -4.3931 0.6109
H -4.9594 -4.3928 -1.1679
H -6.2422 0.4537 -0.2790
H -2.5583 -3.0966 -1.1305
H -2.5591 -3.0963 0.5771
C 1.1755 2.1633 -0.6457
N 2.3064 1.6539 0.1600
C 2.5977 0.1966 0.2546
P 1.2094 -0.9818 -0.2768
C 1.3251 -2.0966 1.1899
C 0.2523 -2.1780 2.0891
C 0.3348 -3.0090 3.2096
C 1.4848 -3.7697 3.4312
C 2.5563 -3.6944 2.5373
C 2.4820 -2.8526 1.4227
C 1.7333 -1.4997 -1.9794
C 1.6740 -0.6416 -3.0870
C 2.0935 -1.0786 -4.3470
C 2.5706 -2.3800 -4.5154
C 2.6254 -3.2460 -3.4223
C 2.2096 -2.8081 -2.1606
C 3.1983 2.5662 0.8722
C 4.3648 2.0784 1.5254
C 5.2308 2.9294 2.2154
C 4.9698 4.2927 2.2809
C 3.8408 4.8092 1.6562
C 2.9645 3.9691 0.9619
P -0.4718 1.3307 -0.2768
C -1.3170 1.8854 -1.8135
C -1.5074 0.9730 -2.8596
C -2.1386 1.3769 -4.0393
C -2.5927 2.6916 -4.1746
C -2.4090 3.6048 -3.1319
C -1.7666 3.2057 -1.9552
C -0.7116 1.9572 1.4478
C -1.6956 2.9241 1.7075
C -1.8792 3.4168 3.0027
C -1.0816 2.9492 4.0490
C -0.1051 1.9820 3.8018
C 0.0762 1.4845 2.5074
H 1.4244 1.9681 -1.6975
H 1.0121 3.2448 -0.6060
H 2.6829 0.0008 1.3419
H 3.5709 -0.0840 -0.1987
H -0.6423 -1.5893 1.9394
H -0.4927 -3.0601 3.9051
H 1.5455 -4.4160 4.2974
H 3.4471 -4.2846 2.7101
H 3.3186 -2.7986 0.7384
H 1.3042 0.3572 -3.0005
H 2.0478 -0.4074 -5.1959
H 2.8956 -2.7165 -5.4918
H 2.9891 -4.2567 -3.5521
H 2.2572 -3.4967 -1.3285
H 4.6390 1.0345 1.5155
H 6.1101 2.5268 2.7016
H 5.6430 4.9492 2.8168
H 3.6392 5.8719 1.7103
H 2.1222 4.4688 0.5256
H -1.1609 -0.0476 -2.7654
H -2.2758 0.6705 -4.8479
H -3.0850 3.0027 -5.0868
H -2.7620 4.6225 -3.2371
H -1.6242 3.9253 -1.1618
H -2.3252 3.2952 0.9121
H -2.6390 4.1628 3.1947
H -1.2211 3.3342 5.0514
H 0.5120 1.6167 4.6128
H 0.8308 0.7382 2.3423
C -0.5710 -3.0546 -0.2768
H -0.9023 -3.5511 -1.2119
H -1.0041 -3.5842 0.5966
H 0.5363 -3.0836 -0.2150
H -1.2404 -0.9943 1.4968
*
```

---

Record 3
The following is a DFT calculation (the ωB97M-V functional and the def2-TZVPD basis) of a molecular structure, C36H40BNOsP2 in a non-equilibrium geometry.

Computed properties:
largest force on an atom = 5.37 eV/A
HOMO level (spin up / spin down) = -0.508 / -0.509 hartree
ΔE to the lowest compared entry with this formula, charge and spin = 0.000 eV
M = 749.7 g mol⁻¹

```
! RIJCOSX wB97M-V def2-TZVPD def2/J DEFGRID3
* xyz 2 5
Os -0.9421 -1.4171 2.1883
C 1.9662 0.9148 -4.5775
C 2.7821 1.1152 -3.5393
C 3.2866 2.4339 -3.0238
C 2.4053 3.6695 -3.3049
C 0.9782 3.5701 -2.8491
C -0.0563 3.0657 -3.5320
C -0.0423 2.4901 -4.9176
C 1.3065 1.9517 -5.4409
C -2.6254 -0.9878 3.2714
H 1.7777 -0.1134 -4.9183
H 3.2439 0.2474 -3.0484
H 4.2873 2.6475 -3.4377
H 3.4380 2.3370 -1.9386
H 2.8649 4.5159 -2.7676
H 2.4698 3.9179 -4.3682
H 0.7966 4.0439 -1.8752
H -1.0675 3.1511 -3.1153
H -0.3982 3.2407 -5.6439
H -0.7880 1.6819 -4.9522
H 1.1020 1.4830 -6.4178
H 1.9754 2.7928 -5.6437
H -3.2747 -1.8268 2.9571
H -3.1641 -0.0346 3.1170
H -2.3581 -1.1223 4.3366
P 0.7897 -1.5787 0.8463
P -1.3123 0.5330 1.2747
C 0.9786 0.0175 -0.0519
C 0.1282 1.0104 0.2681
C 2.4573 -1.8871 1.5432
C 3.5579 -1.2488 0.9511
C 4.8500 -1.4741 1.4371
C 5.0406 -2.3324 2.5205
C 3.9506 -2.9725 3.1139
C 2.6496 -2.7331 2.6448
C 0.6755 -2.7597 -0.5524
C -0.5350 -2.8555 -1.2468
C -0.6243 -3.6851 -2.3732
C 0.4874 -4.4181 -2.7954
C 1.7061 -4.2861 -2.1265
C 1.7976 -3.4749 -0.9942
C -1.4896 1.9153 2.4611
C -0.6193 1.9487 3.5608
C -0.7347 2.9765 4.5072
C -1.7272 3.9450 4.3696
C -2.6021 3.9050 3.2773
C -2.4943 2.8821 2.3303
C -2.7838 0.6040 0.1884
C -3.9421 -0.1645 0.3846
C -5.0456 0.0325 -0.4561
C -4.9630 0.9038 -1.5363
C -3.7804 1.6155 -1.7801
C -2.6887 1.4526 -0.9184
H 1.7382 0.0701 -0.8348
H 0.2339 2.0665 -0.0035
H 3.4116 -0.5660 0.1181
H 5.6895 -0.9603 0.9627
H 6.0499 -2.4953 2.9044
H 4.1061 -3.6527 3.9545
H 1.7677 -3.1785 3.1221
H -1.3975 -2.2819 -0.8911
H -1.5659 -3.7622 -2.9234
H 0.4126 -5.0893 -3.6558
H 2.5981 -4.8169 -2.4755
H 2.7388 -3.3848 -0.4513
H 0.1155 1.1456 3.6844
H -0.0443 3.0117 5.3603
H -1.8277 4.7410 5.1120
H -3.3803 4.6648 3.1564
H -3.1928 2.8179 1.4915
H -3.9704 -0.9147 1.1800
H -5.9756 -0.5206 -0.2629
H -5.8147 1.0336 -2.2073
H -3.6858 2.2852 -2.6324
H -1.7475 1.9653 -1.1091
B -1.9492 -4.1671 5.2349
C -1.1530 -3.5717 4.0824
N -0.5196 -3.1251 3.1877
H -2.0076 -5.3606 4.9909
H -3.0594 -3.6436 5.2793
H -1.2610 -3.9498 6.2194
*
```

---

M of number 2 (C36H39MgN5P2S)? 660.1 g mol⁻¹

---

M of number 1 (C36H39LaN3O3PSi)? 759.7 g mol⁻¹

---

Which of these has the highest largest force on an atom? C36H39MgN5P2S